C24H51BBrNO17P2S2 | ωB97M-V with the def2-TZVPD basis set

E_LUMO	0.08	eV
structure (SMILES)	CCB(O)[C@@]1([PH2]=S)OS(=O)(=O)O[C@@]1(Br)P(=N)(O)O.CCOC(C)=O.CCOC(C)=O.CCOC(C)=O.CCOC(C)=O.CCOC(C)=O
multiplicity	1
E_HOMO	-8.74	eV

Bonds (Å) are listed after each position.
Atoms and positions in Å:
1 C 0.0085 3.2464 -0.1980  C2 1.548, H19 1.090, H20 1.087, H21 1.093
2 C -1.4748 3.5123 -0.5540  C1 1.548, B3 1.570, H22 1.096, H23 1.092
3 B -1.9814 4.9619 -0.2252  C2 1.570, O4 1.349, C5 1.656
4 O -1.7490 5.5355 0.9736  B3 1.349, H24 0.966
5 C -2.8502 5.9753 -1.2048  B3 1.656, P6 1.863, O8 1.472, C13 1.555
6 P -4.0115 4.9928 -2.2796  C5 1.863, S7 1.929, H25 1.407, H26 1.398
7 S -4.7355 3.3860 -1.4960  P6 1.929
8 O -3.8117 6.7027 -0.3595  C5 1.472, S9 1.580
9 S -3.3352 8.1512 0.0556  O8 1.580, O10 1.416, O11 1.410, O12 1.624
10 O -4.2953 9.0839 -0.4074  S9 1.416
11 O -2.8451 8.2001 1.3766  S9 1.410
12 O -2.0551 8.1689 -0.9442  S9 1.624, C13 1.380
13 C -2.0891 7.1525 -1.8772  C5 1.555, O12 1.380, Br14 2.055, P15 1.879
14 Br -3.1534 7.9038 -3.4668  C13 2.055
15 P -0.3435 6.8639 -2.5093  C13 1.879, N16 1.520, O17 1.600, O18 1.593
16 N 0.5334 8.0798 -2.2598  P15 1.520, H27 1.010
17 O -0.5485 6.4243 -4.0339  P15 1.600, H28 0.969
18 O -0.0229 5.4519 -1.8446  P15 1.593, H29 0.968
19 H 0.6046 3.0583 -1.0905  C1 1.090
20 H 0.1221 2.3562 0.4162  C1 1.087
21 H 0.4787 4.0880 0.3167  C1 1.093
22 H -2.1031 2.8572 0.0605  C2 1.096
23 H -1.7040 3.2025 -1.5752  C2 1.092
24 H -1.2914 4.9544 1.5948  O4 0.966
25 H -3.2621 4.8641 -3.4628  P6 1.407
26 H -4.9783 5.9631 -2.5613  P6 1.398
27 H 1.3628 7.9777 -1.6921  N16 1.010
28 H -0.2737 7.1451 -4.6204  O17 0.969
29 H 0.0025 4.6926 -2.4441  O18 0.968
30 C 2.8029 -3.0023 1.3905  C31 1.511, H36 1.092, H37 1.092, H38 1.091
31 C 1.5306 -2.1875 1.4117  C30 1.511, O32 1.439, H39 1.086, H40 1.087
32 O 1.7415 -0.8323 0.9763  C31 1.439, C33 1.345
33 C 1.7292 -0.4924 -0.3254  O32 1.345, C34 1.511, O35 1.204
34 C 1.6336 -1.5664 -1.3841  C33 1.511, H41 1.091, H42 1.087, H43 1.086
35 O 1.8325 0.6725 -0.6119  C33 1.204
36 H 3.1913 -3.1102 0.3760  C30 1.092
37 H 2.5990 -3.9971 1.7918  C30 1.092
38 H 3.5621 -2.5198 2.0076  C30 1.091
39 H 0.7337 -2.6572 0.8425  C31 1.086
40 H 1.1821 -2.0896 2.4367  C31 1.087
41 H 2.6466 -1.7878 -1.7237  C34 1.091
42 H 1.0801 -1.1523 -2.2229  C34 1.087
43 H 1.1626 -2.4894 -1.0590  C34 1.086
44 C 1.2757 -7.8928 2.6285  C45 1.511, H50 1.089, H51 1.090, H52 1.088
45 C -0.1432 -7.3839 2.5235  C44 1.511, O46 1.442, H53 1.090, H54 1.089
46 O -0.1688 -6.0612 1.9507  C45 1.442, C47 1.343
47 C -0.1208 -5.8340 0.6279  O46 1.343, C48 1.509, O49 1.205
48 C 0.0499 -6.9775 -0.3419  C47 1.509, H55 1.091, H56 1.087, H57 1.085
49 O -0.1675 -4.6900 0.2505  C47 1.205
50 H 1.7367 -7.9886 1.6462  C44 1.089
51 H 1.3175 -8.8679 3.1137  C44 1.090
52 H 1.8810 -7.2013 3.2115  C44 1.088
53 H -0.7925 -8.0540 1.9611  C45 1.090
54 H -0.5920 -7.2521 3.5065  C45 1.089
55 H 1.1128 -7.0575 -0.5742  C48 1.091
56 H -0.4807 -6.7184 -1.2542  C48 1.087
57 H -0.2936 -7.9411 0.0190  C48 1.085
58 C 0.5213 -0.1525 7.9876  C59 1.514, H64 1.090, H65 1.091, H66 1.090
59 C 1.5511 0.6438 7.2152  C58 1.514, O60 1.434, H67 1.091, H68 1.089
60 O 2.4203 -0.1954 6.4436  C59 1.434, C61 1.350
61 C 2.0901 -0.6559 5.2181  O60 1.350, C62 1.511, O63 1.201
62 C 0.6935 -0.4449 4.6828  C61 1.511, H69 1.091, H70 1.088, H71 1.086
63 O 2.9184 -1.2696 4.6010  C61 1.201
64 H -0.1543 -0.6905 7.3226  C58 1.090
65 H -0.0746 0.5156 8.6105  C58 1.091
66 H 1.0157 -0.8790 8.6323  C58 1.090
67 H 1.0909 1.4026 6.5814  C59 1.091
68 H 2.2231 1.1605 7.8984  C59 1.089
69 H 0.1187 -1.3510 4.8776  C62 1.091
70 H 0.7775 -0.3076 3.6071  C62 1.088
71 H 0.1619 0.4025 5.1044  C62 1.086
72 C 6.2129 -6.0870 -0.5207  C73 1.513, H78 1.090, H79 1.091, H80 1.090
73 C 4.9603 -5.7327 0.2509  C72 1.513, O74 1.436, H81 1.090, H82 1.089
74 O 4.4350 -6.8530 0.9796  C73 1.436, C75 1.353
75 C 4.8935 -7.2075 2.2022  O74 1.353, C76 1.509, O77 1.201
76 C 6.1102 -6.5251 2.7765  C75 1.509, H83 1.091, H84 1.087, H85 1.085
77 O 4.3277 -8.0958 2.7792  C75 1.201
78 H 7.0281 -6.3739 0.1434  C72 1.090
79 H 6.5399 -5.2294 -1.1099  C72 1.091
80 H 6.0159 -6.9183 -1.1976  C72 1.090
81 H 5.1123 -4.8832 0.9167  C73 1.090
82 H 4.1551 -5.4628 -0.4309  C73 1.089
83 H 6.9770 -7.1512 2.5607  C76 1.091
84 H 5.9854 -6.4821 3.8552  C76 1.087
85 H 6.2991 -5.5272 2.3938  C76 1.085
86 C -6.4980 5.1526 -6.3871  C87 1.514, H92 1.090, H93 1.091, H94 1.090
87 C -5.0104 4.8949 -6.2766  C86 1.514, O88 1.434, H95 1.091, H96 1.090
88 O -4.7112 3.7781 -5.4286  C87 1.434, C89 1.356
89 C -4.7333 2.4941 -5.8644  O88 1.356, C90 1.510, O91 1.197
90 C -5.3069 2.1810 -7.2262  C89 1.510, H97 1.091, H98 1.087, H99 1.085
91 O -4.3267 1.6388 -5.1315  C89 1.197
92 H -7.0184 4.3197 -6.8594  C86 1.090
93 H -6.6773 6.0490 -6.9820  C86 1.091
94 H -6.9269 5.3026 -5.3962  C86 1.090
95 H -4.5389 4.7708 -7.2527  C87 1.091
96 H -4.5178 5.7361 -5.7878  C87 1.090
97 H -6.3451 1.8768 -7.0883  C90 1.091
98 H -4.7575 1.3336 -7.6276  C90 1.087
99 H -5.2783 3.0021 -7.9357  C90 1.085

Here is what Löwdin gives for the atomic charges, in e: atom 1 (C): -0.105, atom 2 (C): -0.184, atom 3 (B): -0.541, atom 4 (O): 0.188, atom 5 (C): -0.483, atom 6 (P): 0.397, atom 7 (S): 0.250, atom 8 (O): -0.231, atom 9 (S): 0.595, atom 10 (O): -0.213, atom 11 (O): -0.186, atom 12 (O): -0.225, atom 13 (C): -0.734, atom 14 (Br): 0.732, atom 15 (P): 0.478, atom 16 (N): -0.107, atom 17 (O): -0.183, atom 18 (O): -0.129, atom 19 (H): 0.064, atom 20 (H): 0.066, atom 21 (H): 0.074, atom 22 (H): 0.100, atom 23 (H): 0.081, atom 24 (H): 0.130, atom 25 (H): -0.006, atom 26 (H): -0.019, atom 27 (H): 0.014, atom 28 (H): 0.087, atom 29 (H): 0.105, atom 30 (C): -0.055, atom 31 (C): -0.223, atom 32 (O): 0.002, atom 33 (C): -0.518, atom 34 (C): 0.022, atom 35 (O): 0.086, atom 36 (H): 0.063, atom 37 (H): 0.082, atom 38 (H): 0.083, atom 39 (H): 0.085, atom 40 (H): 0.099, atom 41 (H): 0.094, atom 42 (H): 0.092, atom 43 (H): 0.064, atom 44 (C): -0.068, atom 45 (C): -0.220, atom 46 (O): 0.002, atom 47 (C): -0.519, atom 48 (C): 0.021, atom 49 (O): 0.084, atom 50 (H): 0.065, atom 51 (H): 0.089, atom 52 (H): 0.079, atom 53 (H): 0.109, atom 54 (H): 0.122, atom 55 (H): 0.093, atom 56 (H): 0.092, atom 57 (H): 0.072, atom 58 (C): -0.065, atom 59 (C): -0.237, atom 60 (O): -0.001, atom 61 (C): -0.516, atom 62 (C): 0.017, atom 63 (O): 0.105, atom 64 (H): 0.068, atom 65 (H): 0.082, atom 66 (H): 0.083, atom 67 (H): 0.111, atom 68 (H): 0.123, atom 69 (H): 0.101, atom 70 (H): 0.076, atom 71 (H): 0.070, atom 72 (C): -0.058, atom 73 (C): -0.244, atom 74 (O): -0.011, atom 75 (C): -0.519, atom 76 (C): 0.019, atom 77 (O): 0.097, atom 78 (H): 0.070, atom 79 (H): 0.084, atom 80 (H): 0.085, atom 81 (H): 0.102, atom 82 (H): 0.118, atom 83 (H): 0.098, atom 84 (H): 0.094, atom 85 (H): 0.072, atom 86 (C): -0.058, atom 87 (C): -0.238, atom 88 (O): -0.049, atom 89 (C): -0.523, atom 90 (C): 0.013, atom 91 (O): 0.109, atom 92 (H): 0.069, atom 93 (H): 0.083, atom 94 (H): 0.084, atom 95 (H): 0.114, atom 96 (H): 0.101, atom 97 (H): 0.098, atom 98 (H): 0.091, atom 99 (H): 0.067